# C40H96AsF6N5O3

C40H96AsF6N5O3 as an isolated structure (ωB97M-V/def2-TZVPD, OMol25).

```
151
Properties=species:S:1:pos:R:3:forces:R:3
As -0.926 -0.144 0.005 -1.1 2.3 -0.3
F -1.920 0.741 -1.148 0.2 -0.7 0.6
F -2.149 -1.418 0.040 0.8 0.4 0.4
F 0.136 -0.933 1.137 -0.3 -0.1 -0.4
F 0.205 1.217 -0.158 0.2 -0.6 0.4
F -1.695 0.735 1.346 0.3 -1.0 -0.8
F -0.120 -0.908 -1.338 0.1 -0.5 0.2
C 1.284 6.466 -3.634 -0.1 0.4 -0.2
C 0.931 7.240 -2.341 0.0 -1.4 -1.1
N 1.963 7.095 -1.229 0.0 1.4 -0.6
C 3.271 7.683 -1.714 -0.2 0.3 -0.2
C 1.479 8.014 -0.098 -1.2 -0.8 0.1
C 2.463 8.253 1.037 -0.6 0.0 -1.1
C 2.142 5.647 -0.843 0.3 0.1 0.3
C 1.117 5.103 0.126 0.3 -0.2 0.3
O -0.176 5.253 -0.387 0.1 -0.1 0.4
C -1.160 4.573 0.375 -1.1 0.1 0.7
H 1.818 5.521 -3.563 0.0 0.1 0.4
H 1.855 7.111 -4.300 0.0 -0.1 -0.1
H 0.352 6.226 -4.147 0.0 0.1 0.0
H -0.014 6.860 -1.965 0.1 0.2 0.3
H 0.810 8.267 -2.677 0.2 0.3 0.7
H 3.254 8.762 -1.576 -0.2 0.0 0.0
H 3.351 7.519 -2.784 0.4 -0.4 0.1
H 4.109 7.311 -1.133 0.0 -0.2 -0.2
H 0.528 7.570 0.209 0.2 -0.2 0.3
H 1.134 8.935 -0.567 0.5 0.1 -0.2
H 3.215 8.941 0.658 0.4 -0.1 0.5
H 2.873 7.303 1.373 0.2 0.2 0.3
H 1.898 8.752 1.821 0.2 -0.1 0.2
H 3.135 5.624 -0.395 -0.1 -0.3 0.2
H 2.173 5.005 -1.719 0.0 0.4 -0.3
H 1.309 5.579 1.097 -0.7 0.2 0.1
H 1.318 4.037 0.294 0.2 -0.1 -0.2
H -1.210 4.861 1.433 0.6 0.4 0.0
H -1.097 3.481 0.400 0.4 0.0 -0.6
H -2.132 4.883 0.000 0.1 -0.2 -0.4
C 2.879 -2.380 2.717 0.1 0.0 -1.7
C 2.398 -1.222 3.585 -1.1 -0.8 -0.1
N 3.156 0.075 3.417 0.1 -2.2 -0.5
C 4.636 -0.208 3.627 -0.5 0.9 0.4
C 2.998 0.525 1.983 -0.2 1.7 0.1
C 3.720 1.865 1.702 -0.5 -1.1 -0.3
C 2.587 1.056 4.426 1.2 0.1 -0.6
C 1.355 1.806 3.966 -1.0 -0.3 1.5
O 0.195 0.982 3.899 0.7 -0.1 -0.7
C -0.967 1.767 4.016 -1.3 0.1 1.2
H 3.921 -2.690 2.796 -0.1 0.0 0.7
H 2.783 -2.181 1.642 0.0 0.6 0.1
H 2.255 -3.274 2.719 -0.1 0.1 1.0
H 2.352 -1.510 4.635 0.7 0.2 0.1
H 1.354 -0.971 3.385 0.1 -0.1 -0.4
H 4.816 -0.917 4.430 -0.3 0.2 0.2
H 5.010 0.785 3.864 0.8 -0.3 0.0
H 5.083 -0.614 2.725 -0.1 0.2 -0.1
H 1.943 0.641 1.734 -0.1 -0.2 0.4
H 3.392 -0.211 1.291 0.1 -0.3 0.4
H 3.486 2.683 2.378 0.1 -0.1 0.2
H 3.309 2.125 0.724 0.5 0.3 -0.1
H 4.788 1.669 1.655 0.1 0.5 -0.1
H 3.438 1.701 4.655 -0.4 0.7 -0.3
H 2.471 0.565 5.392 -0.5 -0.4 -0.3
H 1.412 2.372 3.037 0.4 0.2 0.1
H 1.158 2.451 4.832 0.3 0.6 -0.3
H -1.830 1.246 3.612 0.3 -0.2 -0.3
H -0.975 2.778 3.599 0.6 -0.2 -0.5
H -1.194 1.914 5.080 0.1 0.0 0.1
C -4.659 -4.028 -0.880 0.8 -0.4 -0.2
C -3.323 -4.810 -0.764 -0.6 -0.1 0.6
N -2.445 -4.866 -2.005 0.0 -0.8 -0.1
C -3.316 -5.115 -3.195 -0.5 0.0 -0.6
C -1.714 -3.537 -2.094 -0.9 0.2 0.3
C -0.955 -3.223 -3.370 0.5 1.0 0.3
C -1.471 -6.022 -1.880 -0.3 -1.4 1.0
C -0.518 -6.096 -0.674 1.4 0.9 -0.9
O -1.105 -6.054 0.591 0.1 0.5 0.6
C -0.170 -6.223 1.667 0.9 -0.9 0.5
H -5.305 -4.556 -1.579 -0.2 0.1 0.1
H -4.591 -2.981 -1.170 0.2 0.0 -0.1
H -5.132 -4.060 0.100 0.0 -0.1 0.0
H -3.590 -5.827 -0.476 0.1 -0.2 -0.5
H -2.676 -4.519 0.059 -0.1 0.5 -0.2
H -4.047 -4.314 -3.273 0.4 0.3 -0.2
H -3.933 -6.014 -3.158 0.4 -0.2 0.8
H -2.739 -5.226 -4.109 0.2 0.3 0.2
H -1.107 -3.513 -1.193 0.3 0.1 -0.2
H -2.508 -2.818 -1.900 0.1 0.2 -0.2
H 0.119 -3.337 -3.208 0.0 -1.0 -0.4
H -0.951 -2.143 -3.550 -0.6 0.1 0.3
H -1.372 -3.623 -4.290 0.3 -0.4 0.1
H -0.902 -6.161 -2.798 0.1 0.6 0.0
H -2.038 -6.954 -1.812 -0.6 0.3 -0.1
H 0.252 -5.315 -0.782 -0.2 0.3 0.2
H 0.095 -6.992 -0.831 -0.4 -0.3 0.0
H -0.357 -5.649 2.573 -1.0 0.1 -0.3
H 0.884 -5.968 1.508 -0.2 0.2 -1.1
H -0.122 -7.273 1.956 -0.3 -0.1 0.0
C -1.784 -3.421 3.041 -0.3 -0.6 1.2
C -2.818 -2.462 3.633 0.6 0.8 -2.1
C -4.216 -2.977 3.503 -1.0 -0.8 0.8
N -5.269 -1.934 3.189 -0.8 0.8 0.5
C -5.116 -0.661 4.030 0.0 -1.5 0.1
C -5.168 -1.542 1.718 0.0 -0.9 -0.3
C -6.536 -1.846 1.120 0.1 0.8 -0.6
C -7.100 -2.933 2.007 -1.7 0.4 0.1
C -6.708 -2.531 3.395 1.0 -0.1 0.1
H -1.923 -4.309 3.665 0.7 -0.3 -0.2
H -0.794 -2.988 3.173 0.1 -0.2 0.1
H -1.874 -3.737 2.002 -0.4 0.4 -0.1
H -2.777 -1.585 2.974 0.3 0.4 0.6
H -2.520 -2.246 4.657 -0.2 0.3 0.0
H -4.517 -3.493 4.417 -0.1 0.2 0.0
H -4.306 -3.731 2.718 0.0 0.1 -0.1
H -4.109 -0.310 3.840 -0.1 0.4 0.2
H -5.265 -0.955 5.067 0.2 0.1 0.1
H -5.895 0.054 3.780 0.1 0.0 -0.3
H -4.879 -0.497 1.692 0.2 -0.1 -0.4
H -4.438 -2.210 1.264 0.4 0.4 0.1
H -7.041 -0.876 1.078 -0.8 -0.4 0.7
H -6.627 -2.129 0.070 0.9 -0.2 0.0
H -8.187 -2.925 1.892 0.0 -0.2 0.2
H -6.806 -3.965 1.813 0.4 0.2 -0.4
H -7.351 -1.779 3.846 0.2 0.2 -0.2
H -6.631 -3.368 4.085 0.1 0.1 0.1
C 0.535 2.339 -4.592 -0.4 -0.6 0.7
C 1.045 0.950 -4.210 1.4 -0.5 -1.0
C 2.534 1.025 -3.852 0.6 0.5 3.3
N 3.338 -0.263 -3.699 0.4 -0.1 -0.9
C 2.823 -1.137 -2.579 0.1 1.2 -0.2
C 4.793 0.089 -3.516 0.7 0.3 -2.1
C 5.603 -1.101 -4.050 -1.2 -0.9 0.9
C 4.576 -1.977 -4.861 0.6 0.9 0.7
C 3.327 -1.058 -5.004 1.1 -1.1 1.2
H 1.065 2.732 -5.456 -0.1 0.1 0.0
H 0.620 3.007 -3.733 0.1 0.2 -0.1
H -0.532 2.236 -4.784 0.0 0.3 -0.3
H 1.043 0.300 -5.091 -0.5 0.1 -0.1
H 0.431 0.452 -3.461 0.1 0.3 0.3
H 2.730 1.404 -2.833 -1.1 0.1 0.3
H 3.152 1.813 -4.286 -0.2 -0.7 -1.5
H 3.268 -2.125 -2.602 -0.2 0.0 -0.4
H 1.744 -1.091 -2.682 0.0 -0.5 0.3
H 3.130 -0.672 -1.643 -0.2 0.1 0.0
H 5.091 0.491 -2.553 -0.5 -0.2 0.2
H 4.975 0.851 -4.276 -0.2 0.4 0.4
H 5.827 -1.712 -3.176 0.9 0.0 -0.2
H 6.476 -0.796 -4.615 0.1 0.0 0.2
H 4.451 -2.828 -4.196 -0.8 -0.2 -0.4
H 5.014 -2.390 -5.765 -0.3 0.4 -0.3
H 2.398 -1.620 -4.972 -0.1 0.2 -0.6
H 3.439 -0.336 -5.806 -0.3 -0.1 -0.2
```
Forces are in eV/Å.

As for the LUMO energy: -7.53 eV. Its net charge is +4. The calculation puts the HOMO-LUMO gap at 10.336 eV.

Löwdin atomic charge list, values in e, 2 entries: 0.810 -0.260